{"formula": "C17H18BN8RuS2", "method": "ωB97M-V/def2-TZVPD", "s2": 0.850, "energy_ev": -54758.0663, "orbital_gap_ev": [5.7, 5.4], "fmax_ev_per_a": 4.7, "total_charge": 2, "spin_multiplicity": 2, "homo_energy_ev": [-14.222, -14.214], "species": ["Ru", "C", "C", "N", "N", "C", "B", "N", "C", "C", "C", "N", "N", "C", "C", "C", "N", "H", "H", "H", "H", "H", "H", "H", "H", "H", "H", "C", "C", "N", "C", "C", "S", "C", "C", "S", "C", "N", "C", "H", "H", "H", "H", "H", "H", "H", "H"], "coordinates": [[-0.03, 0.01, -0.10], [-3.10, 2.90, 0.14], [-2.06, 2.33, -0.57], [-1.59, 1.27, 0.10], [-2.33, 1.12, 1.21], [-3.24, 2.09, 1.27], [-2.24, -0.15, 2.10], [-0.89, -0.13, 2.83], [-0.63, -0.16, 4.14], [0.75, -0.10, 4.31], [1.26, -0.05, 3.02], [0.26, -0.06, 2.15], [-2.25, -1.35, 1.12], [-3.07, -2.40, 1.11], [-2.86, -3.12, -0.06], [-1.86, -2.43, -0.73], [-1.49, -1.37, 0.01], [-3.69, 3.75, -0.12], [-1.65, 2.62, -1.52], [-3.93, 2.18, 2.09], [-3.15, -0.21, 2.85], [-1.42, -0.21, 4.86], [1.29, -0.10, 5.23], [2.28, 0.01, 2.69], [-3.76, -2.59, 1.91], [-3.37, -4.01, -0.37], [-1.41, -2.63, -1.69], [1.00, -3.77, -0.08], [1.89, -2.62, -0.31], [1.62, -1.34, -0.37], [2.76, -0.58, -0.50], [3.96, -1.34, -0.58], [3.63, -3.01, -0.46], [2.70, 0.82, -0.46], [3.85, 1.67, -0.47], [3.39, 3.29, -0.26], [1.69, 2.78, -0.17], [1.51, 1.48, -0.30], [0.68, 3.83, 0.08], [0.01, -3.48, 0.26], [1.46, -4.44, 0.64], [0.91, -4.36, -1.00], [4.96, -0.97, -0.65], [4.87, 1.37, -0.57], [1.18, 4.77, 0.28], [0.05, 3.57, 0.93], [0.04, 3.98, -0.79]], "nbo_charge": [1.241, -0.313, -0.006, -0.309, -0.301, 0.052, 0.520, -0.308, 0.052, -0.308, -0.004, -0.241, -0.300, 0.053, -0.313, -0.013, -0.308, 0.267, 0.234, 0.253, 0.009, 0.254, 0.267, 0.236, 0.254, 0.268, 0.239, -0.694, 0.171, -0.511, 0.070, -0.387, 0.564, 0.086, -0.392, 0.578, 0.158, -0.516, -0.679, 0.248, 0.267, 0.266, 0.266, 0.264, 0.261, 0.253, 0.251]}